8 unconnected molecules or ions with the total composition C22H43Cl3O17. Source: the Open Molecules 2025 dataset; level of theory: ωB97M-V with the def2-TZVPD basis set.

Each atom is followed by the atoms it is bonded to, with distances in Å.
Geometry (Å):
1 Cl 19.7742 6.4688 -1.7907  C22 1.752
2 Cl 22.4190 7.6157 -2.3844  C22 1.757
3 Cl 21.0759 8.1576 0.1319  C22 1.776
4 O 25.4701 9.2593 -6.1596  C31 1.335, C36 1.443
5 O 19.4738 2.1082 -5.2940  C35 1.199
6 O 17.5304 8.4646 1.4998  C21 1.334, C28 1.427
7 O 26.5008 5.2264 -1.1511  C25 1.440, C34 1.330
8 O 17.9789 0.8714 -4.1814  C35 1.325, C37 1.423
9 O 23.8703 1.5357 -1.2202  C42 1.208
10 O 23.6755 7.4569 2.8017  C23 1.437, C27 1.329
11 O 24.5919 7.1783 -6.2899  C31 1.200
12 O 16.8639 8.7667 -0.5972  C21 1.335, C29 1.423
13 O 19.5395 1.8471 -3.0488  C24 1.419, C35 1.333
14 O 25.5263 8.0025 -4.4066  C31 1.334, C38 1.419
15 O 28.6145 5.5892 -1.3504  C34 1.328, C39 1.411
16 O 27.9026 3.4665 -1.0769  C34 1.200
17 O 23.2963 11.0134 4.4155  C33 1.205
18 O 16.5692 6.7810 0.4202  C21 1.199
19 O 25.0377 8.3556 1.3912  C26 1.433, C27 1.320
20 O 23.7522 6.6512 0.6892  C27 1.212
21 C 16.9522 7.9173 0.4296  O6 1.334, O12 1.335, O18 1.199
22 C 21.3310 6.9716 -1.1649  Cl1 1.752, Cl2 1.757, Cl3 1.776, H45 1.082
23 C 22.6716 6.4808 3.1248  O10 1.437, H61 1.089, H76 1.087, H78 1.085
24 C 20.1964 3.0812 -2.8044  O13 1.419, H49 1.090, H66 1.087, H79 1.090
25 C 25.3826 4.3773 -0.8332  O7 1.440, H69 1.088, H80 1.086, H83 1.085
26 C 25.5577 8.5298 0.0672  O19 1.433, H54 1.085, H63 1.089, H85 1.089
27 C 24.1343 7.4071 1.5555  O10 1.329, O19 1.320, O20 1.212
28 C 17.9258 9.8345 1.4404  O6 1.427, H57 1.084, H58 1.088, H72 1.093
29 C 16.4763 8.2471 -1.8644  O12 1.423, H59 1.090, H60 1.087, H67 1.086
30 C 22.5503 0.0069 0.0519  C42 1.510, H44 1.086, H50 1.092, H74 1.092
31 C 25.1410 8.0561 -5.6828  O4 1.335, O11 1.200, O14 1.334
32 C 22.4878 10.8808 2.1630  C33 1.518, H43 1.090, H47 1.087, H71 1.095
33 C 22.3507 10.9168 3.6748  O17 1.205, C32 1.518, C40 1.513
34 C 27.6967 4.6447 -1.1761  O7 1.330, O15 1.328, O16 1.200
35 C 19.0304 1.6735 -4.2681  O5 1.199, O8 1.325, O13 1.333
36 C 24.8282 9.5847 -7.4106  O4 1.443, H62 1.088, H82 1.084, H84 1.087
37 C 17.1761 0.7921 -5.3539  O8 1.423, H48 1.090, H55 1.083, H75 1.092
38 C 25.4094 6.7424 -3.7638  O14 1.419, H46 1.090, H51 1.088, H56 1.086
39 C 29.9735 5.2192 -1.4360  O15 1.411, H53 1.092, H68 1.086, H70 1.093
40 C 20.9301 10.8674 4.1927  C33 1.513, H73 1.090, H77 1.090, H81 1.091
41 C 22.1992 2.5349 0.1459  C42 1.511, H52 1.088, H64 1.093, H65 1.091
42 C 22.9423 1.3700 -0.4648  O9 1.208, C30 1.510, C41 1.511
43 H 22.2753 11.8409 1.6935  C32 1.090
44 H 22.7594 -0.7889 -0.6571  C30 1.086
45 H 21.8048 6.1103 -0.7137  C22 1.082
46 H 26.3625 6.2162 -3.8191  C38 1.090
47 H 23.4750 10.5664 1.8331  C32 1.087
48 H 17.6739 0.1880 -6.1129  C37 1.090
49 H 21.2626 3.0648 -3.0306  C24 1.090
50 H 21.4819 -0.0183 0.2740  C30 1.092
51 H 24.6262 6.0975 -4.1558  C38 1.088
52 H 22.5966 3.4841 -0.2085  C41 1.088
53 H 30.5317 5.5443 -0.5554  C39 1.092
54 H 26.4694 9.1090 0.1697  C26 1.085
55 H 16.2178 0.3883 -5.0502  C37 1.083
56 H 25.2004 6.9388 -2.7164  C38 1.086
57 H 17.1799 10.3964 0.8905  C28 1.084
58 H 18.0610 10.2550 2.4345  C28 1.088
59 H 15.4069 8.4035 -2.0030  C29 1.090
60 H 16.6992 7.1843 -1.9181  C29 1.087
61 H 22.6333 6.4709 4.2126  C23 1.089
62 H 25.3260 9.0399 -8.2095  C36 1.088
63 H 25.8159 7.5763 -0.3914  C26 1.089
64 H 22.2477 2.4582 1.2348  C41 1.093
65 H 21.1342 2.5223 -0.0916  C41 1.091
66 H 20.0366 3.3069 -1.7536  C24 1.087
67 H 17.0126 8.7931 -2.6345  C29 1.086
68 H 30.0817 4.1558 -1.6260  C39 1.086
69 H 25.5260 4.0121 0.1810  C25 1.088
70 H 30.4322 5.8032 -2.2382  C39 1.093
71 H 21.7513 10.1372 1.8418  C32 1.095
72 H 18.9096 9.9240 0.9736  C28 1.093
73 H 20.4107 11.7966 3.9569  C40 1.090
74 H 23.1079 -0.1421 0.9788  C30 1.092
75 H 17.0279 1.7765 -5.8023  C37 1.092
76 H 21.7016 6.8171 2.7661  C23 1.087
77 H 20.9485 10.7755 5.2782  C40 1.090
78 H 22.9669 5.5042 2.7569  C23 1.085
79 H 19.7677 3.9276 -3.3418  C24 1.090
80 H 25.2635 3.5546 -1.5328  C25 1.086
81 H 20.4185 9.9915 3.7922  C40 1.091
82 H 24.9455 10.6561 -7.5252  C36 1.084
83 H 24.5202 5.0305 -0.9134  C25 1.085
84 H 23.7775 9.3092 -7.3777  C36 1.087
85 H 24.8116 9.0599 -0.5234  C26 1.089

Properties
Total charge: 0
Calculated total energy (eV): -95885.5746
Orbital gap (eV): 10.0878
Highest occupied orbital energy (eV): -9.677
LUMO energy (hartree): 0.0151
Structure (SMILES): COC(=O)OC.COC(=O)OC.COC(=O)OC.COC(=O)OC.COC(=O)OC.ClC(Cl)Cl.CC(C)=O.CC(C)=O

These are the Löwdin partial charges, in e, on atoms 1 to 8: number 1, Cl, carries 0.6122; number 2, Cl, carries 0.6163; number 3, Cl, carries 0.6073; number 4, O, carries -0.0009; number 5, O, carries 0.1399; number 6, O, carries 0.0075; number 7, O, carries -0.0328; number 8, O, carries 0.0078